(1)
C5H4N2 | ωB97M-V/def2-TZVPD

Geometry as XYZ:
```
11
Properties=species:S:1:pos:R:3:forces:R:3:mulliken_charge:R:1
C -1.368789 -1.787833 -0.988183 0.14 -0.20 0.14 -0.74
C -1.078371 -0.520786 -0.890361 0.50 0.33 0.38 0.07
C -0.408679 0.475300 -0.423038 -0.62 -0.04 -0.58 0.23
C 0.247003 1.524825 0.028896 -0.17 0.17 -0.13 -0.31
N 1.226732 1.308422 0.989042 -0.06 0.44 -0.09 0.01
N 1.433846 0.019635 1.280696 -0.42 -0.74 -0.25 -0.21
C 0.815392 -0.940220 0.856063 0.99 0.29 0.81 -0.26
H -2.089824 -2.344899 -1.568760 -0.01 0.40 -0.06 0.30
H 0.043381 2.537293 -0.291163 0.17 0.04 0.16 0.42
H 1.880026 1.995381 1.333314 -0.18 -0.21 -0.18 0.23
H -0.679314 -2.297009 -0.305208 -0.33 -0.48 -0.22 0.26
```
Forces are in eV/Å.

Properties
Net charge: 0
Electronic energy in eV: -8223.87447
HOMO-LUMO gap in eV: 8.62
Energy above the lowest of the compared OMol25 structures with the same formula, charge and spin in kcal/mol: 129.6
HOMO in eV: -8.3

(2)
C29H39IrN3O7P3S3Si | ωB97M-V/def2-TZVPD

Geometry as XYZ:
```
86
Properties=species:S:1:pos:R:3:forces:R:3:mulliken_charge:R:1
Ir 1.072518 -0.353013 0.132933 0.11 -0.97 -1.22 2.24
N 3.450742 0.694405 -3.032679 -0.14 -0.04 -0.03 -0.16
C 2.217698 -0.006201 -3.613241 -0.13 -0.04 0.13 1.07
C 2.335891 -0.167694 -5.115840 0.02 -0.03 0.02 -1.72
P 0.894575 1.208629 -3.087586 0.33 0.00 0.10 0.91
O 1.603175 2.506461 -3.843414 -0.01 0.06 0.13 -0.64
O -0.439815 1.029389 -3.667991 -0.02 -0.03 -0.02 -0.80
O 1.257250 1.368906 -1.630596 -0.19 0.36 0.10 -0.96
P 2.262342 -1.645218 -2.731999 0.18 0.01 0.12 0.13
O 3.833317 -1.952223 -3.140005 0.03 -0.04 0.09 -0.65
O 1.412029 -2.698825 -3.300964 -0.04 0.05 -0.06 -0.94
O 2.354145 -1.327008 -1.249798 -0.01 -0.32 -0.09 -0.49
H 3.617267 1.566121 -3.536281 0.04 -0.02 -0.04 0.39
H 4.258811 0.068795 -3.029961 0.04 0.04 -0.08 0.46
H 3.172477 0.939243 -2.066328 0.03 -0.01 0.02 -0.14
H 2.392864 0.804283 -5.608071 0.00 0.00 -0.01 0.43
H 1.438317 -0.677335 -5.463223 0.00 0.01 -0.01 0.40
H 3.201307 -0.774169 -5.387620 0.00 -0.01 -0.01 0.40
H 0.888375 3.034047 -4.217361 0.05 -0.03 -0.13 0.34
H 3.939281 -2.905582 -3.231979 0.03 0.01 -0.06 0.34
C 5.208868 -0.437395 0.041327 0.02 -0.03 -0.07 -0.87
Si 4.021323 0.288791 1.303844 -0.25 -0.01 0.03 0.18
C 4.993080 0.528917 2.904775 0.06 -0.01 0.07 -1.45
C 3.526970 2.017074 0.749117 -0.07 -0.03 -0.09 -0.91
N 2.579706 -0.657732 1.496679 0.37 0.42 0.37 0.17
C 2.481321 -1.768940 2.327828 0.06 0.11 -0.07 0.15
C 3.583963 -2.339864 2.977198 -0.02 -0.07 -0.04 -0.64
C 3.459407 -3.398354 3.869706 0.01 0.02 0.02 -1.14
C 2.221560 -3.948161 4.141966 -0.01 -0.03 -0.01 -0.79
C 1.102045 -3.444930 3.482542 0.04 -0.01 -0.01 -0.91
C 1.241502 -2.400746 2.595262 0.09 0.16 -0.12 1.08
O 0.181030 -1.857642 1.903160 -0.27 -0.01 0.11 0.36
C -1.093383 -2.403648 1.994015 0.14 0.03 0.18 -0.31
C -1.978902 -1.847576 2.901903 -0.02 0.00 -0.01 -0.21
C -3.286696 -2.305634 2.942710 0.01 -0.04 0.01 -0.73
C -3.691064 -3.318876 2.084048 -0.01 0.03 0.00 -0.46
C -2.786447 -3.869992 1.188429 0.03 -0.02 0.01 -0.76
C -1.473817 -3.418527 1.139452 -0.02 -0.05 0.00 0.16
H 5.976211 0.279746 -0.267398 0.01 0.00 0.05 0.31
H 4.653279 -0.777737 -0.833212 0.01 -0.03 0.00 0.17
H 5.714604 -1.315510 0.451913 0.01 0.00 -0.01 0.37
H 5.488306 1.503967 2.893025 -0.02 0.01 -0.02 0.41
H 5.766442 -0.229374 3.039312 0.02 0.04 0.02 0.36
H 4.342401 0.489651 3.781767 -0.01 0.02 -0.02 0.38
H 4.371291 2.545129 0.294599 0.04 0.00 0.08 0.39
H 3.191069 2.610810 1.604959 0.01 0.00 0.00 0.31
H 2.712637 1.994113 0.021442 0.02 0.05 -0.03 -0.01
H 4.568732 -1.948052 2.768017 0.01 -0.03 0.00 0.27
H 4.347438 -3.793159 4.348559 0.01 0.00 0.00 0.37
H 2.115058 -4.766632 4.841463 0.00 -0.01 -0.01 0.39
H 0.120832 -3.867548 3.655038 -0.01 0.01 -0.02 0.49
H -1.639022 -1.049471 3.552469 0.02 -0.03 0.02 0.64
H -3.995987 -1.860331 3.628231 -0.01 0.02 -0.01 0.32
H -4.717610 -3.658376 2.099456 -0.01 0.03 -0.04 0.39
H -3.106586 -4.643487 0.502321 -0.01 0.00 0.00 0.39
H -0.762611 -3.808895 0.426057 0.01 0.00 0.00 0.53
N 0.263217 1.010764 1.451890 -0.18 0.02 0.02 -0.67
H 0.848575 1.141744 2.272670 0.03 -0.06 -0.02 0.35
H -0.681006 0.728861 1.714382 0.03 0.05 0.13 -0.23
H 0.185889 1.880837 0.929593 -0.02 0.06 0.14 0.29
S -5.937759 -0.565068 0.141559 0.41 -0.12 0.19 -0.60
P -4.206144 0.370142 -0.225475 0.13 0.13 -1.14 1.15
S -1.577994 -0.025367 -0.474984 -1.03 0.64 1.14 0.09
C -4.078619 1.803347 0.912004 0.14 -0.19 0.17 -0.24
C -3.417602 1.599072 2.121628 0.07 -0.01 -0.02 0.16
C -3.383388 2.591512 3.092816 0.02 0.00 -0.03 -0.68
C -4.014617 3.804566 2.859924 0.01 0.01 -0.02 -0.48
C -4.669804 4.020002 1.652944 0.01 0.01 0.01 -0.69
C -4.704709 3.026696 0.686162 0.03 -0.02 -0.04 -0.28
C -4.350254 1.209088 -1.863474 -0.03 -0.04 0.04 -0.01
C -5.280364 0.763028 -2.795436 -0.05 0.03 0.00 -0.52
C -5.334875 1.324118 -4.066324 0.01 -0.03 0.01 -0.52
C -4.457193 2.336037 -4.420756 0.00 0.01 0.02 -0.47
C -3.513029 2.776866 -3.501094 -0.03 0.02 -0.02 -0.64
C -3.456294 2.214188 -2.238393 0.00 -0.01 0.05 -0.11
H -2.942984 0.638619 2.299267 -0.06 0.00 0.02 0.26
H -2.868730 2.416681 4.030486 -0.01 -0.01 0.00 0.41
H -4.001340 4.579222 3.616952 0.02 0.01 -0.01 0.37
H -5.160562 4.967846 1.466683 -0.02 -0.01 0.01 0.38
H -5.228686 3.192415 -0.246891 0.00 0.01 0.00 0.43
H -5.965466 -0.025306 -2.508457 -0.01 0.02 0.00 0.28
H -6.063292 0.961235 -4.782022 0.00 0.01 0.01 0.37
H -4.499832 2.774074 -5.410814 0.02 -0.01 0.00 0.34
H -2.803316 3.546550 -3.778275 0.00 0.00 0.01 0.35
H -2.698099 2.546449 -1.540005 0.02 -0.01 -0.02 0.27
S -0.601239 -1.442836 -1.426537 -0.08 -0.01 -0.04 -0.38
```
Forces are in eV/Å.

Properties
Net charge: -1
2S+1: 2
Electronic energy in eV: -120606.75735
Expectation value of S²: 0.77
HOMO-LUMO gap (alpha / beta) in eV: 5.68 / 5.62
Energy above the lowest of the compared OMol25 structures with the same formula, charge and spin in kcal/mol: 86.3
HOMO (alpha / beta) in eV: -3.7 / -3.6

(3)
C13H28ClN2NbO3P | ωB97M-V/def2-TZVPD

Geometry as XYZ:
```
49
Properties=species:S:1:pos:R:3:forces:R:3:mulliken_charge:R:1
C -3.690896 -0.405573 2.210728 0.15 -1.24 0.59 -1.07
C -2.173363 -1.047761 1.920943 -2.48 0.68 0.29 0.42
O -1.223573 0.040469 2.158424 -0.59 0.15 -0.54 -0.54
C -2.216732 -1.667919 0.418509 -1.25 -0.91 0.02 -0.76
Nb -0.164146 -2.264113 -0.454001 -0.38 3.03 3.63 -0.72
C 0.574279 -0.111603 -0.484739 0.21 1.72 -1.19 -0.82
C -0.563199 0.967678 -1.069742 0.85 0.08 0.77 -0.14
C -0.850393 0.807435 -2.672256 0.51 1.98 0.17 -0.44
Cl -2.546338 0.057636 -3.037196 1.70 0.69 0.20 -0.24
C 0.724233 -2.773223 1.567581 0.97 -1.64 1.20 -0.62
C 1.978246 -1.893873 2.099560 0.92 -0.47 1.48 -0.50
C 1.789288 -1.330443 3.665066 -4.07 -0.19 2.97 0.54
N 3.013509 -0.772777 4.377946 -1.04 -2.59 -1.28 -0.61
O 0.652455 -1.377232 4.356552 6.63 0.09 -4.08 -0.53
P -0.974954 -4.724032 -0.561958 -0.37 -1.02 3.51 0.37
O -1.183949 -5.233466 0.948877 0.38 1.09 -3.18 -0.67
H -4.450965 -1.002477 1.550909 1.30 1.34 1.26 0.29
H -3.949631 -0.632135 3.347459 0.39 0.84 -2.32 0.29
H -3.740156 0.742703 1.983038 0.09 -2.17 0.39 0.29
H -2.023237 -1.858382 2.784311 0.12 1.76 -2.23 0.27
H -1.572849 0.934603 1.867826 0.23 -1.98 0.35 0.29
H -2.817562 -2.695678 0.498262 1.00 2.05 0.02 0.36
H -2.855332 -1.002141 -0.322572 1.22 -1.13 1.59 0.23
H -0.801543 -1.992702 -2.143783 0.34 -0.51 -0.41 0.04
H 1.390926 -2.822780 -1.231944 -0.02 -0.45 -0.48 0.01
H 0.876022 0.335293 0.566383 -0.53 -1.21 -1.97 0.31
H 1.520306 -0.073068 -1.210903 -1.78 0.21 1.48 0.37
H -1.538487 0.906861 -0.388267 2.00 0.00 -1.89 0.11
H -0.091761 2.039344 -0.847306 -1.15 -1.99 -0.85 0.24
H 0.016091 0.269127 -3.262362 -2.08 0.60 1.41 0.30
H -0.921273 1.909565 -3.119791 -0.01 -2.44 0.88 0.18
H 1.119715 -3.898082 1.466135 -0.83 2.30 0.38 0.46
H -0.140443 -2.876309 2.386607 1.89 0.46 -1.76 0.15
H 2.921732 -2.622890 2.187433 -1.86 1.62 -0.13 0.29
H 2.342210 -1.013052 1.427951 -0.88 -1.43 1.24 0.25
H 3.149215 -1.346456 5.258930 -0.53 1.11 -1.24 0.26
H 3.829498 -1.008494 3.771767 -0.78 0.35 0.61 0.30
H -2.265162 -4.759312 -1.199771 0.69 -0.62 -0.44 0.02
H 0.031923 -5.557809 -1.159335 -0.92 -0.09 -0.47 0.01
N 2.064063 3.896494 -2.948339 0.02 0.09 -0.05 0.03
C 1.069763 4.372955 -3.762520 -0.05 0.00 -0.01 -0.51
C 0.896675 5.710550 -3.484884 -0.14 -0.26 -0.26 -0.40
C 1.823290 6.054248 -2.471723 0.30 -0.09 0.23 -0.38
C 2.533155 4.915960 -2.161353 0.01 0.02 0.04 -0.50
H 2.399800 2.942225 -2.931509 -0.17 0.33 0.03 0.22
H 0.570763 3.720803 -4.466728 0.06 0.13 0.13 0.41
H 0.181224 6.368040 -3.961505 0.11 -0.13 0.07 0.39
H 1.958663 7.027480 -2.017880 -0.01 -0.18 -0.06 0.38
H 3.328900 4.744313 -1.448827 -0.17 0.05 -0.10 0.37
```
Forces are in eV/Å.

Properties
Net charge: -1
Electronic energy in eV: -46410.13381
HOMO-LUMO gap in eV: 6.77
HOMO in eV: -4.7

(4)
C4H7NO2 | ωB97M-V/def2-TZVPD

Geometry as XYZ:
```
14
Properties=species:S:1:pos:R:3:forces:R:3:mulliken_charge:R:1
O 1.585479 -1.359259 -0.063112 0.01 -0.01 0.12 -0.48
C 0.615979 -1.124426 -0.997826 -0.30 -0.11 -0.33 -0.30
C -0.694352 -1.287798 -0.831101 0.24 -0.11 -0.06 -0.56
O -1.796789 0.632297 0.907904 0.37 0.25 0.37 -0.44
C -0.824949 0.904138 1.572987 -0.45 -0.02 -0.07 0.05
N 0.475792 1.121442 1.057856 -0.05 0.08 -0.33 -0.52
C 0.519200 1.429590 -0.180512 0.01 0.10 0.21 -0.16
H 1.340233 -0.927556 0.770635 0.02 -0.15 -0.13 0.37
H 1.028945 -0.772153 -1.942714 -0.05 -0.14 0.06 0.40
H -1.392067 -1.001486 -1.610748 0.18 -0.14 0.02 0.27
H -1.116602 -1.671771 0.091832 0.10 0.08 -0.10 0.29
H -0.856484 0.927748 2.672311 -0.01 0.07 -0.07 0.41
H -0.374828 1.637631 -0.774793 0.06 0.06 0.17 0.33
H 1.490444 1.491603 -0.672719 -0.13 0.03 0.12 0.33
```
Forces are in eV/Å.

Properties
Net charge: 0
Electronic energy in eV: -9844.34204
HOMO-LUMO gap in eV: 9.05
SMILES string: C=NC=O.C=CO
Energy above the lowest of the compared OMol25 structures with the same formula, charge and spin in kcal/mol: 67.7
HOMO in eV: -9.3